Molecular formula: C3H9NO2
Method: DFT, ωB97M-V/def2-TZVPD

ORCA input file:
```
! wB97M-V def2-TZVPD RIJCOSX def2/J DEFGRID3
* xyz 0 1
C -0.3435 -1.8497 -0.8354
C -0.7242 -1.1031 0.4190
O 0.1019 -0.5035 1.0741
O -1.9545 -1.2613 0.9543
H -0.2408 -2.8947 -0.5376
H 0.7069 -1.4527 -1.0676
H -0.9811 -1.6822 -1.6882
H -2.4663 -2.1147 0.5037
C 0.8017 2.6404 -0.4949
N 1.9067 1.7332 -0.6816
H 1.2812 3.4966 -0.0006
H 0.0890 2.2349 0.2443
H 0.2063 3.1978 -1.3235
H 1.5810 0.8562 -1.0723
H 2.7411 2.0059 -1.1461
*
```

Summary:
E_LUMO   0.33 eV
SMILES   CC(=O)O.CN
Energy above the lowest of the compared OMol25 structures with the same formula, charge and spin   1.8570 eV

Atom charges from the Mulliken analysis, given in e for atoms 1 to 6: -0.993 0.715 -0.499 -0.501 0.355 0.220